DFT (wB97M-V/def2-TZVPD) results for a structure of composition C15H26NOOsP at a distorted geometry.

```
45
Properties=species:S:1:pos:R:3:lowdin_charge:R:1
C -3.19740 1.99705 -3.63123 0.019
C -1.85663 2.37316 -3.69263 0.070
C -0.98468 2.10703 -2.63465 -0.193
C -1.44529 1.41445 -1.49715 -0.197
C -2.79352 0.98009 -1.47422 -0.209
C -3.66359 1.30151 -2.51530 0.066
C 0.44121 2.54794 -2.77174 -0.088
C 1.22293 2.65854 -1.45891 -0.135
N 0.36185 3.33908 -0.37030 -0.191
Os -0.24356 0.96359 0.12271 1.109
C -3.29540 0.15750 -0.33263 -0.221
P -1.89537 -0.35008 0.87874 0.595
H -1.46821 2.89374 -4.56946 0.152
H -4.70337 0.97906 -2.44077 0.152
H -3.87548 2.23508 -4.44937 0.137
H -3.76353 -0.77275 -0.69142 0.113
H -4.05403 0.70264 0.25152 0.112
H 0.98612 1.83909 -3.41678 0.168
H 0.48154 3.51998 -3.28993 0.144
H 1.60914 1.68964 -1.08791 0.095
C -2.04568 -2.16210 0.58614 -0.204
C -2.79365 -0.01809 2.44118 -0.224
H 2.09213 3.30759 -1.58787 0.132
C 1.07785 4.66770 -0.08669 0.020
C 0.05965 2.82013 1.00771 -0.277
H -0.50556 -0.61883 1.67603 0.081
H 1.97408 4.45115 0.50275 0.129
H 1.34236 5.12868 -1.03991 0.116
H 0.39654 5.32483 0.46103 0.119
H 0.91703 2.32970 1.53735 0.131
H 0.09771 3.73782 1.63442 0.125
H -1.03851 2.68342 1.26139 0.128
H -3.30304 -0.92791 2.78170 0.064
H -2.06353 0.29089 3.19641 0.046
H -3.51829 0.78943 2.28657 0.047
H -2.20283 -2.34115 -0.48361 0.060
H -1.11591 -2.64991 0.89632 0.051
H -2.88145 -2.56598 1.17118 0.068
H -0.49016 3.71162 -0.82350 0.173
C 1.67933 -1.31830 -0.15583 -0.093
C 0.52662 -0.64056 -0.85732 -0.623
O 0.13808 -1.05140 -1.95336 -0.010
H 2.55762 -1.29217 -0.81742 0.099
H 1.40594 -2.36245 0.05656 0.094
H 1.92847 -0.81360 0.78834 0.048
```

The HOMO energy (alpha / beta) is -11.927 / -14.330 eV. The gap between HOMO and LUMO (alpha / beta) is 5.5 / 3.7 eV. The total energy comes out at -1148.22515 Eh. As for the net charge: +2. The spin multiplicity is 5. The relative energy (zero: lowest compared OMol25 entry of this formula, charge and spin) comes out at 93.45 kcal/mol. The expectation value of S² is 6.03.